{
  "formula": "C36H99ClN9O13",
  "method": "ωB97M-V/def2-TZVPD",
  "lumo_ev": 2.08,
  "total_energy_ha": -3361.488866,
  "orbital_gap_ev": 7.9,
  "total_charge": -1,
  "relative_energy_kcal_mol": 170.72,
  "e_homo_ha": -0.2148,
  "symbols": ["Cl", "O", "O", "O", "O", "O", "O", "O", "O", "O", "O", "O", "O", "O", "N", "N", "N", "N", "N", "N", "N", "N", "N", "C", "C", "C", "C", "C", "C", "C", "C", "C", "C", "C", "C", "C", "C", "C", "C", "C", "C", "C", "C", "C", "C", "C", "C", "C", "C", "C", "C", "C", "C", "C", "C", "C", "C", "C", "C", "H", "H", "H", "H", "H", "H", "H", "H", "H", "H", "H", "H", "H", "H", "H", "H", "H", "H", "H", "H", "H", "H", "H", "H", "H", "H", "H", "H", "H", "H", "H", "H", "H", "H", "H", "H", "H", "H", "H", "H", "H", "H", "H", "H", "H", "H", "H", "H", "H", "H", "H", "H", "H", "H", "H", "H", "H", "H", "H", "H", "H", "H", "H", "H", "H", "H", "H", "H", "H", "H", "H", "H", "H", "H", "H", "H", "H", "H", "H", "H", "H", "H", "H", "H", "H", "H", "H", "H", "H", "H", "H", "H", "H", "H", "H", "H", "H", "H", "H"],
  "coordinates": [[-0.0090, 0.0351, 0.8292], [-8.6903, -3.6852, 3.9959], [3.7021, -5.0197, -2.4783], [-5.2521, -1.3202, -5.0258], [2.5872, 7.3459, 1.1372], [0.5429, 0.3021, -0.4140], [-1.8023, -9.4078, 1.4115], [0.7660, -0.8639, 1.5452], [3.1871, 1.5555, 7.4342], [-1.3047, -0.5091, 0.5751], [2.4878, 3.1512, -9.3521], [7.3495, 1.9256, 1.4475], [-2.7325, 3.9005, -3.3518], [-0.0965, 1.3697, 1.4050], [4.9105, -3.4227, 0.7768], [-3.2385, -6.1296, 0.5074], [10.4705, 3.3409, 2.4609], [-0.1601, 2.5780, 5.9679], [-7.6874, -0.3144, 3.1754], [-2.4608, -0.3351, -4.8616], [1.5870, 1.0254, -7.9742], [-4.6646, 2.4039, -1.8426], [-0.6167, 6.2647, 1.9568], [8.6186, 2.5000, 1.1861], [-7.5428, -1.6789, 3.3559], [2.5988, 1.9153, -7.3169], [-6.3572, -2.0252, -5.6142], [3.1463, 3.6316, -10.5360], [2.1593, 1.6137, 6.3747], [-6.2780, -1.8123, 4.1263], [2.8577, -6.1019, -2.2152], [-9.7693, -4.5296, 4.5227], [9.1670, 2.8327, 2.5314], [3.5045, 2.6405, -8.4430], [-1.8892, -8.1421, 0.7903], [3.9690, -4.1715, -1.3581], [6.4260, 1.8908, 0.3698], [2.5092, 6.1758, 0.3493], [1.6828, 7.4684, 2.2460], [-4.3141, -8.1331, 1.5050], [8.3207, 3.8440, 3.3951], [4.6870, -4.6250, -0.0321], [-4.1979, -2.0924, -4.3728], [-2.8338, -1.7331, -4.9752], [-1.6958, -2.6481, -4.5968], [0.6921, 1.8328, 6.8614], [0.0430, 0.6066, 7.3185], [0.0948, 7.5302, 1.9295], [-4.3808, 3.7658, -1.4688], [-3.0014, 4.2149, -1.9760], [-0.6271, -10.2348, 1.1345], [-4.6088, 3.8345, 0.0252], [3.4385, 1.3081, -6.1667], [-0.7155, 8.4057, 2.8550], [-8.9013, -2.2512, 4.1222], [4.4507, 1.0407, 6.9587], [4.0267, -5.6843, 0.8661], [-3.0269, -7.3451, 1.3182], [-1.6669, 4.7599, -3.8203], [8.8297, 4.0477, 4.3372], [-9.7953, -4.5167, 5.6124], [2.8341, 1.3033, -5.2597], [2.4201, 4.2597, -11.0520], [4.1217, 1.8670, -8.9000], [-0.8446, -11.2818, 1.3460], [0.9141, 2.3632, 7.7874], [-4.0979, -5.6345, 0.6982], [2.6265, -6.6325, -3.1389], [-5.0520, -8.3690, 0.7382], [7.3906, 3.2975, 3.5508], [-0.7319, -2.4944, -5.0822], [4.3229, 1.9208, -5.9919], [-5.6609, 3.7148, 0.2839], [-9.0823, -1.8502, 5.1194], [-0.3904, -10.2988, 0.0724], [10.3978, 4.1592, 1.8734], [4.1492, 3.4282, -8.0530], [-3.8809, 3.1108, 0.3921], [-5.1621, 4.3503, -1.9545], [-4.1843, -1.9695, -3.2898], [-2.3210, 3.7472, -1.2645], [2.1160, 0.6639, 5.8418], [-2.0269, -8.3197, -0.2762], [2.6175, 5.2664, 0.9404], [-9.8066, -1.8949, 3.6307], [2.4087, 2.3555, 5.6161], [0.0831, 2.2802, 5.0339], [8.5775, 3.3676, 0.5275], [-9.6394, -5.5818, 4.2698], [5.1431, 1.8758, 7.0654], [-1.7716, 8.4419, 2.5879], [-0.4121, 0.1234, 6.4540], [-6.9793, -1.4666, -6.3135], [-0.6843, 4.6341, -3.3655], [-4.2255, -3.1681, -4.5469], [-5.3783, -1.8849, 3.5152], [5.2042, -2.6647, 0.1774], [-1.6243, 4.5508, -4.8892], [-1.9003, -0.1997, -4.0324], [2.1390, 8.3079, 2.7707], [1.5319, 6.2219, -0.1310], [-0.6287, 8.1099, 3.9005], [-5.5261, 2.2095, -1.3525], [11.1068, 2.7598, 1.9340], [-2.7646, -7.0747, 2.3411], [1.4654, 1.3384, -8.9268], [-2.0286, -3.6781, -4.7252], [-2.4678, -5.5077, 0.7059], [2.1152, 0.1873, -8.1709], [3.3038, 6.1972, -0.3965], [-1.9322, 5.7957, -3.6087], [6.2922, 2.8149, -0.1925], [1.9919, 2.6815, -6.8346], [2.9519, -5.6003, 0.7054], [-8.0967, -0.3643, 2.2534], [9.1824, 1.8896, 3.0776], [5.5226, 1.7215, 0.9557], [1.9185, -5.9369, -1.6872], [-1.6344, -2.6071, -3.5093], [0.2880, -9.9861, 1.6720], [-7.3658, -2.1938, 2.4116], [0.7505, -0.0797, 7.7839], [3.0104, -3.7164, -1.1088], [4.4352, 0.8118, 5.8932], [-10.6995, -4.1874, 4.0691], [-4.3493, 4.8290, 0.3879], [-0.3937, 9.4441, 2.7757], [-0.0364, 7.8436, 0.8938], [3.9963, -3.0976, 1.0572], [-1.1616, 2.5405, 6.0935], [6.5929, 1.1612, -0.4226], [4.3040, -6.6967, 0.5725], [1.8392, 6.7412, 3.0427], [-2.8505, 5.2811, -1.8071], [3.3369, -6.9735, -1.7695], [3.9323, 4.3229, -10.2322], [7.9057, 4.6393, 2.7760], [3.8094, 0.2959, -6.3284], [-6.8007, 0.0969, 2.9210], [3.3099, 2.8082, -11.2313], [-0.6326, 5.9109, 2.9027], [-5.9901, -2.7013, -6.3863], [-6.1123, -1.0022, 4.8365], [-0.9449, -7.5977, 0.7985], [-3.9977, 1.9242, -1.2551], [5.6725, -5.0130, -0.2894], [4.3491, -5.6536, 1.9069], [9.2011, 1.7125, 0.7078], [-7.0336, -2.6319, -5.0121], [-0.7124, 0.8689, 8.0591], [-1.7496, -0.1280, -5.5483], [4.9699, 0.2618, 7.5172], [-2.9846, -1.9489, -6.0329], [4.6077, -3.5552, -1.9908], [-6.1962, -2.7583, 4.6616], [-4.6937, -7.3263, 2.1319], [-4.0163, -8.9454, 2.1680], [0.0025, 5.5376, 1.6282]],
  "forces_ev_per_angstrom": [[-2.6, 3.3, -1.4], [-1.4, -0.2, 1.0], [-0.5, -1.5, 0.7], [-0.5, -0.7, 0.4], [-0.1, 0.1, 0.7], [2.5, -0.2, -4.0], [1.3, -1.2, 0.7], [1.9, -1.9, 2.5], [-1.2, -0.8, -0.9], [-1.4, -0.6, 1.0], [2.1, 0.1, -0.1], [0.0, 0.5, -1.0], [0.8, 0.9, 1.2], [-0.4, -0.6, 2.0], [-0.3, 0.1, -0.2], [0.8, -0.7, -0.1], [2.1, 1.1, -0.5], [1.4, 0.9, -0.9], [-1.3, 2.5, -2.2], [0.2, 0.4, 0.1], [1.6, -0.4, 0.5], [0.4, -0.7, -0.2], [0.9, -1.5, 0.3], [-1.2, -0.9, 0.1], [-0.7, -2.2, 2.5], [0.4, 1.0, -0.8], [1.1, -0.9, -1.2], [-1.9, 0.5, 0.5], [-0.3, -0.7, -0.6], [1.3, -1.8, 1.4], [0.0, -1.8, -0.8], [0.8, 1.1, -0.5], [-1.0, 0.1, 1.6], [-2.8, -1.2, 1.2], [1.2, -0.8, -2.0], [0.0, -0.5, -0.7], [-0.7, 0.2, 0.9], [-0.7, 0.4, 0.2], [-0.4, 0.3, 0.0], [0.4, 1.2, 1.5], [-0.9, -2.2, -1.5], [0.7, -0.2, -0.4], [0.4, 0.2, -0.5], [0.2, 0.4, -1.6], [-1.0, -1.2, 1.6], [1.8, 1.2, 1.8], [-0.5, -1.7, 0.3], [0.8, -0.1, -0.1], [-1.3, 0.9, -1.3], [-0.4, -0.4, 0.6], [-1.0, 0.3, -0.5], [1.3, 1.6, -0.2], [-0.5, 0.0, -0.5], [0.4, 1.4, 0.0], [2.3, -0.7, -1.8], [0.1, 1.7, -0.3], [-0.2, -0.3, -1.1], [-0.4, 0.4, -0.5], [-1.1, -0.5, -0.2], [-0.1, 0.4, -0.4], [-0.2, 0.4, 0.1], [0.1, -0.1, 0.0], [-0.2, 0.1, 0.0], [0.1, 0.0, -0.4], [-0.5, 0.2, 0.6], [-0.4, 0.9, 0.1], [-0.1, -0.2, 0.3], [-0.4, 0.8, -0.7], [0.7, -0.1, -0.4], [-0.1, -0.1, 0.7], [-0.3, 0.3, 0.0], [-0.1, 0.2, 0.1], [0.2, -0.6, 0.0], [0.9, -0.4, 0.6], [0.0, 0.6, -0.3], [0.3, 0.6, 0.1], [-0.1, 0.2, 0.1], [-0.5, -0.1, 0.9], [0.0, 0.4, -0.3], [-0.4, 0.4, 0.1], [0.8, -0.4, -0.3], [0.5, -0.3, -0.1], [-0.4, 0.0, -0.4], [-0.1, -0.1, 0.1], [-0.1, -0.3, -0.8], [0.2, 0.4, 0.2], [-0.5, 0.2, -0.4], [-0.2, 0.3, -0.1], [0.5, 0.2, -0.5], [0.2, 0.2, -0.2], [0.0, -0.5, -0.1], [-0.2, -0.3, 0.1], [0.1, 1.3, 0.8], [0.0, -0.7, 0.2], [-0.8, -0.2, -0.2], [-0.1, 0.5, -0.5], [0.4, 0.2, -0.2], [0.2, 0.3, 0.1], [-0.3, 0.0, 0.8], [-0.8, 0.8, -0.3], [0.0, -0.6, -0.4], [0.0, -0.1, 0.0], [-0.5, -0.4, -0.2], [0.1, -0.5, 0.0], [0.2, 0.0, 0.3], [-0.4, 0.8, 0.0], [0.2, -0.3, -0.5], [0.0, 0.4, -0.2], [-0.1, -0.8, 0.3], [-0.1, 0.2, 0.1], [-0.2, 0.3, -0.3], [0.3, 0.6, 0.4], [0.2, 0.4, -0.2], [-0.2, -0.1, 0.7], [-1.0, 1.4, -0.3], [0.0, -0.1, 0.2], [-0.4, -0.4, -0.9], [0.0, 0.7, 0.1], [0.8, 0.3, 0.2], [-0.2, 0.5, 0.2], [-0.7, -0.6, 0.0], [0.0, -0.1, 0.1], [0.0, 0.5, 0.3], [-0.2, -0.3, 0.1], [-0.3, 0.0, 0.3], [0.2, 0.1, 0.4], [0.2, 0.1, 0.2], [0.3, 0.6, 0.0], [-0.4, 0.1, 0.5], [0.2, -0.5, 0.3], [0.3, -0.6, 0.4], [-0.1, 0.0, -0.4], [0.0, -1.1, -0.3], [-0.3, 0.3, 0.0], [0.6, 0.3, 1.1], [0.6, -0.5, -0.4], [0.8, 0.8, 0.2], [-0.2, -0.1, -0.3], [0.5, 0.2, 0.4], [1.0, 0.0, 0.2], [-0.6, 0.4, 0.8], [0.6, -0.7, 0.2], [-0.3, 0.0, 0.1], [0.3, 0.2, 0.6], [0.4, -1.1, -0.3], [0.2, 0.1, -0.2], [-0.3, 0.7, 0.0], [0.6, 0.1, -0.2], [0.3, 0.3, 0.8], [-0.3, -0.3, -0.1], [-0.2, 0.0, -0.7], [-1.0, -0.5, 0.3], [-0.2, 0.4, -0.4], [0.3, 1.2, 1.3], [-0.3, -0.1, 0.3], [-1.6, -0.6, 0.4], [-0.6, -0.3, -0.2], [0.1, -0.3, -1.1]]
}